# 1
C3H11N2O | ωB97M-V with the def2-TZVPD basis set

Results
**Net charge**: +1
**LUMO energy**: -3.31 eV
**Energy above the lowest of the compared OMol25 structures with the same formula, charge and spin**: 37.4 kcal per mole
**Orbital gap**: 10.3 eV
**Largest force on an atom**: 4.40 eV/Å

Structure (XYZ):
```
17
Properties=species:S:1:pos:R:3:forces:R:3
C -1.658359 1.774526 0.116685 -3.7 -0.3 1.1
C -0.616843 1.174659 1.012014 -1.7 2.4 1.8
O 0.399824 0.696423 0.586916 1.9 -1.6 -1.1
N -0.769601 1.380679 2.351409 2.1 -0.3 2.9
H -2.716220 1.292671 0.237330 1.8 0.4 0.3
H -1.455637 1.550999 -0.881897 0.7 0.0 -1.6
H 0.200696 1.215463 2.960547 -3.8 0.5 -2.1
H -1.634760 1.725438 2.868797 1.9 -0.6 -1.4
H -1.948221 2.846581 0.247719 1.0 -0.8 0.1
C 0.790897 -1.878711 -1.709514 0.5 1.3 -2.3
N 1.782115 -1.559864 -0.580483 0.7 -1.6 -3.1
H 2.473804 -0.818398 -0.780262 -0.4 -0.4 -0.8
H 1.389341 -1.198465 0.220671 -2.0 0.9 2.7
H 2.298000 -2.414092 -0.400263 0.2 -0.1 0.4
H 0.130894 -2.727200 -1.752571 0.7 -1.3 1.5
H 1.319948 -1.920396 -2.713455 -0.3 0.3 1.5
H 0.014127 -1.140320 -1.783635 0.3 1.2 0.2
```
Positions in Å, forces in eV/Å.

---

# 2
C2H6OS | ωB97M-V with the def2-TZVPD basis set

Results
**Net charge**: 0
**LUMO energy**: 0.85 eV
**Energy above the lowest of the compared OMol25 structures with the same formula, charge and spin**: 5.3 kcal per mole
**Orbital gap**: 10.6 eV
**Largest force on an atom**: 0.83 eV/Å

Structure (XYZ):
```
10
Properties=species:S:1:pos:R:3:forces:R:3
C -1.332139 -1.624486 0.656802 0.5 0.6 -0.2
C -0.113267 -0.867163 1.129410 -0.3 0.5 0.3
O -0.213284 0.166013 1.741769 0.0 -0.1 0.0
H -1.079466 -2.656626 0.453712 -0.3 -0.3 0.2
H -2.087211 -1.424505 1.404904 -0.3 -0.5 0.2
H -1.734148 -1.186459 -0.261014 0.3 0.0 -0.1
H 0.899397 -1.262163 0.953932 0.0 -0.3 -0.3
S 0.872264 1.234952 -1.561144 0.2 -0.2 0.1
H 1.893624 0.624139 -0.946405 0.2 0.2 -0.1
H 0.103714 0.233520 -1.131925 -0.3 0.1 -0.2
```
Positions in Å, forces in eV/Å.

---

# 3
C16H22Cl2O2ReSe | ωB97M-V with the def2-TZVPD basis set

Results
**Spin multiplicity**: 4
**Net charge**: -2
**LUMO energy (alpha / beta)**: 5.14 / 5.09 eV
**Orbital gap (alpha / beta)**: 4.6 / 5.3 eV
**Largest force on an atom**: 4.41 eV/Å

Structure (XYZ):
```
44
Properties=species:S:1:pos:R:3:forces:R:3
C 2.591684 -0.389000 0.402856 0.1 1.1 -0.3
C 1.931175 0.845809 0.694790 1.3 0.6 0.4
C 1.263338 1.304215 -0.501962 1.3 0.7 -0.5
C 2.168110 1.650488 1.923980 -0.1 0.2 0.6
C 1.758058 0.475206 -1.583297 -0.2 0.5 0.8
C 2.474847 -0.623395 -1.020163 1.6 0.5 -0.7
C 3.144574 -1.702764 -1.775442 1.3 1.6 0.0
C 3.369023 -1.220016 1.359185 0.2 -0.3 0.2
C 0.333030 2.472682 -0.609487 -0.2 0.4 0.0
C 1.522411 0.698342 -3.024700 -0.3 -0.2 -0.4
Re 0.484070 -0.618329 -0.116086 -2.2 -3.1 -0.1
Cl -0.628001 0.365561 1.867970 -0.1 1.1 1.5
Cl 0.490772 -2.790212 0.856686 0.2 0.1 0.9
O -0.214516 -1.330759 -1.787656 -1.6 -0.4 -0.5
H 2.221962 1.031150 2.825960 -0.1 0.0 -0.2
H 1.386880 2.395549 2.093381 0.0 -0.2 -0.1
H 3.128200 2.189680 1.844492 -0.1 -0.1 -0.1
H -0.350096 2.539723 0.243081 0.3 -0.2 0.1
H -0.329576 2.380516 -1.471809 0.2 -0.1 -0.2
H 0.862307 3.429968 -0.693623 0.1 0.0 0.0
H 0.622145 1.283921 -3.203013 -0.1 0.0 0.0
H 1.409532 -0.253623 -3.535032 -0.1 -0.1 0.0
H 2.370219 1.219484 -3.480909 0.1 0.0 0.1
H 2.734544 -1.744469 -2.782987 0.1 -0.3 0.0
H 2.922187 -2.750186 -1.271396 0.0 0.4 -0.4
H 4.227371 -1.532749 -1.837687 0.2 0.4 0.0
H 2.911077 -1.241022 2.350144 0.0 0.1 -0.1
H 4.389485 -0.835420 1.456003 0.1 0.1 0.0
H 3.430132 -2.252434 1.012694 -0.1 0.1 -0.1
H -1.134635 -1.703125 -1.620672 1.3 0.6 -0.5
O 1.876413 -3.506268 -1.397849 -1.5 -4.2 -0.1
H 1.500568 -4.364065 -1.052422 0.5 1.3 -0.3
Se -2.172001 -1.500378 0.254826 -1.5 -1.1 -0.5
C -3.594030 -0.354686 0.667993 0.1 -0.5 0.0
C -3.635239 1.007286 0.336555 -0.5 0.0 0.5
C -4.663458 1.798491 0.854114 -0.2 -0.6 0.1
C -5.678290 1.212214 1.643788 0.3 0.5 -0.1
C -5.630714 -0.153201 1.953927 0.1 0.0 -0.3
C -4.608188 -0.943716 1.453464 -0.1 1.1 -0.1
H -2.834108 1.412776 -0.281464 -0.2 0.0 0.2
H -4.659771 2.867729 0.643301 -0.2 -0.1 0.1
H -6.487463 1.837434 2.025149 0.2 -0.1 0.0
H -6.375690 -0.610140 2.601781 -0.1 0.2 -0.1
H -4.528335 -1.998267 1.681537 0.0 0.0 0.1
```
Positions in Å, forces in eV/Å.

---

# 4
C6H14S | ωB97M-V with the def2-TZVPD basis set

Results
**Net charge**: 0
**LUMO energy (alpha / beta)**: 0.42 / 0.83 eV
**Energy above the lowest of the compared OMol25 structures with the same formula, charge and spin**: 89.2 kcal per mole
**Orbital gap (alpha / beta)**: 6.7 / 9.1 eV
**Largest force on an atom**: 4.40 eV/Å

Structure (XYZ):
```
21
Properties=species:S:1:pos:R:3:forces:R:3
C -0.825661 -2.238757 2.141618 1.1 -0.1 4.2
C 0.440885 0.617734 -0.761228 -0.7 0.9 -1.7
C 0.335914 1.909793 -0.045314 -0.5 1.2 -0.9
C -1.829513 -0.330584 -1.672792 2.4 1.8 -2.3
C 2.131909 0.123688 1.261110 -1.0 2.4 -3.1
C -0.339274 0.284177 -2.017031 -1.2 -0.6 2.2
S 1.043555 -0.716882 0.040294 0.7 -0.5 1.3
H 0.066403 -2.872096 2.283460 -0.7 0.5 0.3
H -1.125871 -2.140206 1.198273 -1.4 0.4 -3.5
H -0.335648 2.677829 -0.549538 1.0 -1.0 0.5
H 1.300731 2.347432 0.218313 0.1 0.3 -0.6
H -0.045482 1.738300 0.928925 -1.0 -0.1 1.2
H -2.410466 0.405683 -2.247252 -0.9 -0.6 1.1
H -1.941460 -0.493304 -0.637630 -0.6 0.3 1.1
H -1.879107 -1.253402 -2.181991 -0.3 -1.2 -0.5
H 2.709289 -0.614707 1.638468 1.7 -2.2 1.8
H 2.783954 0.754992 0.608743 -0.3 -0.4 0.7
H 1.634803 0.801563 1.947789 -0.1 -0.5 0.3
H 0.225547 -0.476035 -2.534173 0.1 0.0 -0.7
H -0.579516 1.169162 -2.591518 0.7 0.1 -0.3
H -1.360992 -1.694380 2.971474 0.9 -0.8 -1.0
```
Positions in Å, forces in eV/Å.